# 1
Formula: C3H7N3O
Source: the Open Molecules 2025 dataset
Level of theory: ωB97M-V/def2-TZVPD

Each line ends with the Mulliken charge.
Geometry (Å):
1 C -0.6629 1.1507 -1.9101  -0.88
2 N 0.2902 0.7235 -0.9121  -0.42
3 C -0.1348 0.4299 0.2365  0.83
4 N -1.3909 0.5597 0.7813  -0.47
5 C 0.7265 -1.5431 0.8790  -0.48
6 O 0.7592 -0.1926 1.0967  -0.27
7 N 1.8753 -2.0264 1.3265  -0.12
8 H -0.7916 2.2420 -1.9263  0.28
9 H -1.6492 0.6791 -1.7767  0.34
10 H -0.2762 0.8520 -2.8902  0.27
11 H -1.5083 0.1991 1.7153  0.22
12 H -1.9327 1.3804 0.5557  0.22
13 H 2.0434 -3.0130 1.1973  0.28
14 H 2.6521 -1.4413 1.6271  0.21

The value obtained for the LUMO energy is 1.07 eV. As for the frontier orbital gap: 9.97 eV. The spin multiplicity is 1. The energy above the lowest of the compared OMol25 structures with the same formula, charge and spin comes out at 2.450 eV.



# 2
Formula: C3H7N3O
Source: the Open Molecules 2025 dataset
Level of theory: ωB97M-V/def2-TZVPD

Each line ends with the Mulliken charge.
Geometry (Å):
1 C 1.5946 0.9650 -0.5189  -0.73
2 N 1.3693 -0.1059 0.1578  -0.50
3 C 0.2312 -0.8659 0.0561  0.21
4 N 0.3920 -2.2619 0.2880  -0.56
5 C -1.0626 -0.4000 -0.0339  0.39
6 O -2.1714 -0.9145 0.0984  -0.69
7 N -1.1532 1.1919 -0.0051  -0.36
8 H 2.4899 1.5451 -0.3070  0.27
9 H -0.2511 1.6320 0.2273  0.37
10 H 1.0077 1.2807 -1.3912  0.43
11 H -0.3678 -2.6078 0.8678  0.25
12 H 1.2746 -2.4037 0.7696  0.25
13 H -1.4723 1.5665 -0.8980  0.32
14 H -1.8808 1.3785 0.6890  0.34

The value obtained for the LUMO energy (spin up / spin down) is 0.28 / 0.28 eV. As for the frontier orbital gap (spin up / spin down): 6.95 / 6.95 eV. The spin multiplicity is 1. The energy above the lowest of the compared OMol25 structures with the same formula, charge and spin comes out at 2.996 eV. The SMILES is C=N/C(N)=C(\[NH3+])[O-].



# 3
Formula: C3H7N3O
Source: the Open Molecules 2025 dataset
Level of theory: ωB97M-V/def2-TZVPD

Each line ends with the Mulliken charge.
Geometry (Å):
1 C 0.5856 1.6929 -0.1145  -0.64
2 C -1.2715 -0.6906 0.0253  0.79
3 N 1.7915 -1.7568 0.1556  -0.35
4 C -2.4277 -0.0891 -0.0437  -0.87
5 O 0.5370 0.4723 0.5569  -0.45
6 N -0.3695 -1.5257 -0.2109  -0.63
7 N 0.8740 -0.9838 -0.3964  0.30
8 H 2.7367 -1.4487 -0.0195  0.25
9 H 1.5939 -2.1328 1.0814  0.26
10 H -0.0176 2.4505 0.4027  0.26
11 H 1.6157 2.0664 -0.1455  0.25
12 H 0.2295 1.6878 -1.1540  0.30
13 H -3.0130 -0.1405 -0.9506  0.26
14 H -2.8646 0.3982 0.8133  0.26

The value obtained for the LUMO energy is 0.63 eV. As for the frontier orbital gap: 9.51 eV. The spin multiplicity is 1. The energy above the lowest of the compared OMol25 structures with the same formula, charge and spin comes out at 6.537 eV.